Entry 1:
The following is a quantum chemistry calculation of a cluster of 2 separate species, C3H6NO2 in total, from the OMol25 dataset.

Cartesian coordinates (Å):
C (0.1491, 0.0765, -2.4914)
C (-0.0518, 0.1099, -1.1280)
N (0.6638, 0.7775, -0.1670)
H (1.0206, 0.5552, -2.9220)
H (-0.4459, -0.6692, -3.0506)
H (-0.8346, -0.4668, -0.6734)
H (1.4974, 1.3140, -0.3362)
H (0.5528, 0.5327, 0.8241)
O (0.1203, 0.4327, 2.4503)
C (-0.6317, -0.5790, 2.5093)
O (-0.7354, -1.4424, 1.5905)
H (-1.3044, -0.6410, 3.3944)

The calculation puts the relative energy (zero: lowest compared OMol25 entry of this formula, charge and spin) at 19.4 kcal per mole. As for the HOMO energy: -3.779 eV. The value obtained for the lowest unoccupied orbital energy is 4.37 eV. As for the total charge: -1.

=====

Entry 2:
The following is a quantum chemistry calculation of a structure of composition C25H18Cl2N3O3Rh, from the OMol25 dataset.

Cartesian coordinates (Å):
Rh (-0.1313, -0.0005, 0.1344)
O (0.2057, 1.8399, -1.0706)
C (1.1261, 2.2063, -1.8764)
C (0.8692, 3.0221, -3.0112)
C (1.9031, 3.4700, -3.7904)
C (3.2464, 3.1502, -3.5050)
C (3.5217, 2.3760, -2.4098)
C (2.4814, 1.8986, -1.5876)
C (2.7985, 1.0613, -0.4819)
N (2.0152, 0.4105, 0.3212)
C (2.6654, -0.6883, 1.0231)
C (2.0886, -1.9999, 0.4411)
N (0.9066, -1.6808, -0.3576)
C (0.5110, -2.4517, -1.2992)
C (-0.7425, -2.3221, -1.9940)
C (-0.9073, -3.0302, -3.2000)
C (-2.1089, -3.0516, -3.8579)
C (-3.2006, -2.3808, -3.2860)
C (-3.0805, -1.7028, -2.0994)
C (-1.8464, -1.6361, -1.4156)
O (-1.8078, -1.0103, -0.2684)
H (-0.1595, 3.2802, -3.2248)
H (1.6833, 4.0904, -4.6515)
H (4.0409, 3.5125, -4.1423)
H (4.5466, 2.1137, -2.1670)
H (3.8694, 0.8651, -0.3726)
H (2.5186, -0.6178, 2.1014)
H (3.7401, -0.6651, 0.8343)
H (1.7822, -2.6786, 1.2380)
H (2.8263, -2.5407, -0.1565)
H (1.1492, -3.2933, -1.5768)
H (-0.0544, -3.5617, -3.6079)
H (-2.2182, -3.5828, -4.7928)
H (-4.1590, -2.3968, -3.7903)
H (-3.9198, -1.1860, -1.6542)
Cl (-3.3470, 3.6160, 1.3994)
C (-2.6655, 2.4012, 2.4182)
C (-2.9899, 2.3818, 3.7769)
C (-2.4762, 1.4277, 4.6142)
Cl (-2.8988, 1.4435, 6.3018)
C (-1.6065, 0.4353, 4.1175)
C (-1.0265, -0.5881, 4.8960)
C (-0.2019, -1.4976, 4.3013)
C (0.0587, -1.3964, 2.9266)
N (-0.4518, -0.4562, 2.1676)
C (-1.2914, 0.4672, 2.7396)
C (-1.8063, 1.4596, 1.8548)
O (-1.4968, 1.4170, 0.6080)
H (-3.6577, 3.1386, 4.1648)
H (-1.2454, -0.6388, 5.9536)
H (0.2537, -2.3002, 4.8634)
H (0.6900, -2.1292, 2.4506)

The calculation puts the relative energy (zero: lowest compared OMol25 entry of this formula, charge and spin) at 14.4 kcal per mole. As for the HOMO energy: -7.443 eV. The value obtained for the lowest unoccupied orbital energy is -0.50 eV. As for the total charge: 0.

=====

Entry 3:
The following is a quantum chemistry calculation of a cluster of 2 separate species, C6H15NO in total, from the OMol25 dataset.

Cartesian coordinates (Å):
C (-1.9844, -0.3272, -0.6649)
C (-0.6261, -0.1985, -0.8457)
C (0.4553, -1.3786, -1.1734)
C (1.2366, -1.8704, 0.0943)
C (0.5949, -1.4374, 1.4432)
N (-0.1435, 1.1348, -0.8502)
C (1.2769, 1.4893, -0.7932)
H (-2.7153, 0.3672, -0.1755)
H (-2.2843, -1.3603, -0.7890)
H (-0.2392, -2.0597, -1.7741)
H (1.2897, -0.9311, -1.8694)
H (2.2545, -1.3889, 0.1509)
H (1.2844, -2.9864, -0.1025)
H (-0.3544, -1.5999, 1.4510)
H (1.0046, -2.0765, 2.1314)
H (0.7444, -0.2674, 1.6434)
H (-0.7427, 1.8702, -0.3823)
H (1.6812, 1.3477, -1.8386)
H (1.9519, 0.8096, -0.0771)
H (1.4014, 2.6370, -0.5312)
O (-0.9471, 2.0914, 1.9401)
H (-0.5961, 1.4026, 2.5082)
H (-1.8188, 1.8983, 1.7234)

The calculation puts the relative energy (zero: lowest compared OMol25 entry of this formula, charge and spin) at 87.6 kcal per mole. As for the HOMO energy: -7.508 eV. The value obtained for the lowest unoccupied orbital energy is 0.80 eV. As for the total charge: 0. Its SMILES is C=C(CCC)NC.O.

=====

Entry 4:
The following is a quantum chemistry calculation of a cluster of 2 separate species, CH2Cl2O2P in total, from the OMol25 dataset.

Cartesian coordinates (Å):
C (-0.1938, 0.4335, 0.1049)
O (-3.5875, -1.1056, -0.8419)
O (-3.6085, -1.5174, 1.6752)
P (-2.8259, -1.4459, 0.3958)
Cl (-0.6124, 2.0837, -0.1709)
Cl (-1.9757, -3.3143, 0.1159)
H (0.2562, -0.1498, -0.7696)
H (0.1587, 0.3904, 1.1968)

The calculation puts the relative energy (zero: lowest compared OMol25 entry of this formula, charge and spin) at 57.1 kcal per mole. As for the HOMO energy (alpha / beta): -3.573 / -5.116 eV. The value obtained for the lowest unoccupied orbital energy (alpha / beta) is 3.14 / 3.33 eV. As for the total charge: -1.

=====

Entry 5:
The following is a quantum chemistry calculation of a cluster of 2 separate species, C3H9NO2 in total, from the OMol25 dataset.

Cartesian coordinates (Å):
C (-2.8725, -1.4484, -0.7521)
C (-1.5496, -0.7508, -0.9428)
O (-1.0534, -0.5631, -2.0237)
O (-1.0506, -0.2684, 0.2047)
H (-3.5289, -0.6606, -1.1519)
H (-3.1814, -1.5543, 0.2821)
H (-2.9571, -2.3245, -1.3839)
H (-0.3714, 0.4096, 0.0633)
C (2.2834, 1.2234, 0.2510)
N (2.2546, 0.8090, 1.6624)
H (1.5528, 0.6348, -0.2920)
H (3.2711, 0.9669, -0.1395)
H (2.1273, 2.2937, 0.1615)
H (2.3168, -0.1856, 1.7972)
H (2.7591, 1.4182, 2.2640)

The calculation puts the relative energy (zero: lowest compared OMol25 entry of this formula, charge and spin) at 23.5 kcal per mole. As for the HOMO energy: -9.017 eV. The value obtained for the lowest unoccupied orbital energy is 0.87 eV. As for the total charge: 0. Its SMILES is CC(=O)O.CN.

=====

Entry 6:
The following is a quantum chemistry calculation of the molecule C4H7Cl, from the OMol25 dataset.

Cartesian coordinates (Å):
C (-0.1348, 1.5097, 0.5724)
C (-0.4275, 0.1379, -0.0127)
C (-0.1039, -1.2797, 0.4658)
C (0.5481, -0.6789, -0.8058)
Cl (0.0058, -1.3020, -2.4169)
H (-0.5504, 1.6309, 1.5990)
H (-0.4235, 2.3611, -0.1017)
H (0.9378, 1.5115, 0.6612)
H (-1.2169, -0.0723, -0.8429)
H (-0.8951, -2.0975, 0.3643)
H (0.6236, -1.2512, 1.4081)
H (1.6368, -0.4697, -0.8907)

The calculation puts the relative energy (zero: lowest compared OMol25 entry of this formula, charge and spin) at 29.2 kcal per mole. As for the HOMO energy: -9.882 eV. The value obtained for the lowest unoccupied orbital energy is 1.12 eV. As for the total charge: 0. Its SMILES is C[C@@H]1C[C@H]1Cl.

=====

Max |F| / hartree/bohr: 0.040 0.030 0.121 0.043 0.035 0.082